(1)
{
  "formula": "C5H7N",
  "method": "wB97M-V/def2-TZVPD",
  "elements": ["C", "N", "C", "C", "C", "C", "H", "H", "H", "H", "H", "H", "H"],
  "xyz": [[-1.943, 0.383, 0.082], [-0.567, 0.340, 0.161], [-0.085, -1.032, 0.213], [1.354, -0.929, -0.159], [1.660, 0.393, -0.172], [0.464, 1.168, 0.049], [-2.453, 1.225, 0.517], [-0.954, -1.528, -0.274], [-2.270, 0.063, -0.906], [-0.189, -1.390, 1.244], [2.042, -1.758, -0.263], [2.629, 0.835, -0.390], [0.312, 2.229, -0.102]],
  "atomic_forces_ev_per_a": [[-0.1366, 0.7714, -0.1181], [-0.0779, -0.2708, 0.0586], [-0.2686, -0.0780, -0.0060], [-0.0540, -0.0443, -0.1080], [-0.1615, 0.1046, 0.0456], [0.1758, 0.1311, 0.0584], [0.1386, 0.5291, -0.1678], [0.9686, -0.6949, -0.4286], [-0.3299, -0.5122, 0.4301], [0.0715, 0.2398, 0.0191], [-0.1485, 0.1073, -0.1002], [-0.2187, -0.1377, 0.1682], [0.0411, -0.1454, 0.1487]],
  "lowdin_charge": [-0.06, -0.21, -0.16, -0.07, -0.08, -0.07, 0.02, 0.13, 0.04, 0.14, 0.10, 0.10, 0.12],
  "mol_weight_g_mol": 81.12,
  "homo_energy_ha": [-0.2347, -0.2616],
  "total_charge": 0,
  "e_above_lowest_ev": 3.6705,
  "fmax_ev_per_a": 1.3,
  "multiplicity": 1,
  "homo_lumo_gap_ev": [6.69, 7.54]
}


(2)
{
  "formula": "C5H7N",
  "method": "wB97M-V/def2-TZVPD",
  "elements": ["C", "C", "N", "C", "C", "C", "H", "H", "H", "H", "H", "H", "H"],
  "xyz": [[1.755, -0.101, 1.540], [0.708, 0.580, 1.172], [0.465, 1.018, -0.179], [-0.911, 1.451, -0.396], [-0.665, 0.260, -0.928], [-0.960, -1.015, -1.492], [1.894, -0.446, 2.596], [2.490, -0.531, 0.959], [-0.069, 0.884, 1.911], [-1.685, 2.097, -0.137], [-0.903, -0.977, -2.608], [-1.922, -1.491, -1.235], [-0.198, -1.728, -1.203]],
  "atomic_forces_ev_per_a": [[0.0010, -1.1090, 3.0866], [-1.6674, 0.8684, -0.3115], [0.7949, -0.2011, 0.2172], [0.2680, -4.4162, -2.3209], [-0.7536, 4.4971, 2.5991], [0.0082, -1.7012, -1.6011], [-0.4883, 0.6903, -0.8419], [1.3559, -0.3176, -1.8291], [0.6090, -0.1774, -0.4542], [-0.5405, 1.3579, 0.5478], [-0.0851, 0.0390, 0.7019], [0.2177, 0.6662, 0.0773], [0.2802, -0.1963, 0.1289]],
  "lowdin_charge": [0.00, -0.24, -0.05, -0.01, -0.19, -0.06, 0.07, 0.02, 0.11, 0.08, 0.10, 0.09, 0.08],
  "mol_weight_g_mol": 81.12,
  "homo_energy_ha": -0.2879,
  "total_charge": 0,
  "e_above_lowest_ev": 4.6560,
  "fmax_ev_per_a": 5.2,
  "multiplicity": 1,
  "homo_lumo_gap_ev": 8.89,
  "smiles": "C=CN1C=C1C"
}


(3)
{
  "formula": "C5H7N",
  "method": "wB97M-V/def2-TZVPD",
  "elements": ["C", "C", "C", "N", "C", "C", "H", "H", "H", "H", "H", "H", "H"],
  "xyz": [[1.226, 0.533, 0.160], [0.249, 0.937, -0.911], [0.819, -0.888, 0.009], [-0.570, -1.064, -0.277], [-1.261, -0.580, 0.867], [-0.929, 0.180, -0.813], [1.061, 1.012, 1.153], [2.279, 0.690, -0.094], [0.417, 1.741, -1.619], [1.421, -1.771, 0.198], [-0.747, 0.066, 1.573], [-2.165, -1.087, 1.210], [-1.800, 0.232, -1.456]],
  "atomic_forces_ev_per_a": [[0.0894, -0.2284, -0.4230], [-0.6165, 1.1849, -0.0613], [0.8769, -1.0333, 0.4910], [0.3223, -0.6462, 0.5681], [-0.5816, 0.2168, 0.3140], [0.2443, 0.4730, -0.6419], [-0.0078, -0.1587, -0.3451], [-0.1743, -0.0381, -0.0554], [-0.2025, 0.0471, 0.2529], [-0.1427, 0.1533, 0.1358], [-0.0137, -0.2101, -0.1012], [0.0720, 0.2123, -0.2770], [0.1342, 0.0276, 0.1433]],
  "lowdin_charge": [-0.21, -0.06, -0.07, -0.17, 0.02, -0.18, 0.10, 0.11, 0.09, 0.10, 0.07, 0.08, 0.12],
  "mol_weight_g_mol": 81.12,
  "homo_energy_ha": [-0.2798, -0.2669],
  "total_charge": 0,
  "e_above_lowest_ev": 5.7240,
  "fmax_ev_per_a": 1.4,
  "multiplicity": 1,
  "homo_lumo_gap_ev": [7.76, 7.92]
}


(4)
{
  "formula": "C5H7N",
  "method": "wB97M-V/def2-TZVPD",
  "elements": ["C", "C", "C", "C", "C", "N", "H", "H", "H", "H", "H", "H", "H"],
  "xyz": [[2.600, -0.153, -1.638], [1.941, 1.104, 0.304], [0.840, 0.096, 0.198], [-0.523, 0.196, 0.147], [-1.295, -0.969, -0.472], [2.527, 0.700, -0.856], [1.615, 2.161, 0.033], [2.621, 1.190, 1.052], [1.164, -0.936, 0.121], [-1.032, 1.096, 0.221], [-1.898, -1.339, 0.339], [-0.751, -1.877, -0.908], [-1.956, -0.486, -1.270]],
  "atomic_forces_ev_per_a": [[0.9172, -0.4643, -1.6192], [-3.6653, 2.6727, -2.0828], [-3.9211, -0.7306, 2.5942], [3.8148, -2.0252, -1.6525], [-0.4715, 0.4569, -0.5250], [2.7060, -0.6031, -2.1815], [-0.2306, -1.0420, 1.0664], [1.6811, -0.3274, 2.6468], [0.4875, 0.2081, -0.1362], [-0.8815, 1.6524, 0.2767], [-0.8605, -0.4444, 0.0039], [-0.2669, 1.7005, 0.6236], [0.6909, -1.0537, 0.9854]],
  "lowdin_charge": [0.06, -0.20, -0.15, -0.13, -0.12, -0.10, 0.15, 0.09, 0.09, 0.07, 0.05, 0.10, 0.09],
  "mol_weight_g_mol": 81.12,
  "homo_energy_ha": -0.3430,
  "total_charge": 0,
  "e_above_lowest_ev": 3.5481,
  "fmax_ev_per_a": 5.0,
  "multiplicity": 1,
  "homo_lumo_gap_ev": 10.37
}


(5)
{
  "formula": "C5H7N",
  "method": "wB97M-V/def2-TZVPD",
  "elements": ["N", "C", "C", "C", "C", "C", "H", "H", "H", "H", "H", "H", "H"],
  "xyz": [[-1.716, 0.897, 1.109], [-1.496, 1.026, -0.029], [-0.704, 0.333, -1.025], [0.273, -0.711, -0.579], [-0.098, 0.329, 2.056], [1.544, -0.702, -0.998], [-0.271, 1.159, -1.579], [-1.472, -0.111, -1.659], [-0.119, -1.586, -0.062], [-0.562, -0.298, 2.821], [0.503, 1.147, 2.463], [1.914, 0.072, -1.673], [2.204, -1.556, -0.846]],
  "atomic_forces_ev_per_a": [[1.0447, 0.7170, 0.8798], [-0.3428, -1.1654, 1.7488], [-0.3694, 0.8222, -1.5288], [0.8363, -0.1991, -0.1802], [-0.4648, -0.7881, -0.5249], [-0.6564, -0.3023, -0.4703], [0.6001, -0.3389, -0.6149], [0.1503, -0.1861, -0.4415], [0.0730, 0.3821, 0.0940], [-0.0621, 0.4098, 0.3071], [-0.5963, 0.3700, 0.1334], [-0.0212, 0.0362, 0.4463], [-0.1913, 0.2425, 0.1513]],
  "lowdin_charge": [0.12, -0.18, -0.22, -0.21, 0.10, 0.00, 0.11, 0.12, 0.10, -0.04, -0.03, 0.06, 0.06],
  "mol_weight_g_mol": 81.12,
  "homo_energy_ha": [-0.2805, -0.2971],
  "total_charge": 0,
  "e_above_lowest_ev": 6.5314,
  "fmax_ev_per_a": 2.1,
  "multiplicity": 1,
  "homo_lumo_gap_ev": [7.29, 7.69]
}


(6)
{
  "formula": "C5H7N2",
  "method": "wB97M-V/def2-TZVPD",
  "elements": ["C", "C", "C", "N", "C", "C", "N", "H", "H", "H", "H", "H", "H", "H"],
  "xyz": [[-0.910, -0.213, -0.776], [0.082, 0.770, -0.321], [1.236, 0.996, -1.050], [2.189, 1.387, -0.318], [2.787, 1.099, 0.724], [2.567, -0.060, 1.400], [1.254, -0.171, 1.601], [-0.494, -0.938, -1.322], [-1.676, 0.298, -1.291], [-1.466, -0.796, 0.064], [-0.174, 1.551, 0.446], [1.510, 0.703, -2.148], [1.027, -1.090, 1.943], [0.676, 0.568, 1.844]],
  "atomic_forces_ev_per_a": [[-2.0173, 0.5974, 4.1218], [-0.6759, 1.0076, -0.2108], [-1.9087, -0.8675, -4.2680], [5.5069, -0.3638, 5.0245], [-2.1779, 2.6194, -3.2557], [-0.0398, -0.7702, 0.0328], [2.5086, -2.1208, 0.6674], [1.6251, -2.5818, -2.5358], [-1.0383, 0.6061, -0.8468], [1.0034, 1.3437, -1.0264], [0.2755, -1.0361, -0.7786], [-0.9844, 0.3057, 2.1202], [-0.7746, -0.2462, 0.1165], [-1.3027, 1.5066, 0.8391]],
  "lowdin_charge": [-0.04, -0.06, -0.11, 0.16, 0.05, 0.00, 0.13, 0.04, 0.10, 0.15, 0.16, 0.20, 0.14, 0.09],
  "mol_weight_g_mol": 95.12,
  "homo_energy_ha": [-0.5219, -0.5219],
  "total_charge": 1,
  "e_above_lowest_ev": 7.7592,
  "fmax_ev_per_a": 7.5,
  "multiplicity": 1,
  "homo_lumo_gap_ev": [7.82, 7.82],
  "smiles": "C/C=C/N=C=C=[NH2+]"
}